## a
ORCA calculation (ωB97M-V/def2-TZVPD) on a 2-piece molecular cluster, C3H4FO3 overall.

Cartesian coordinates (Å):
C 1.868 -0.601 -0.290
C -0.909 0.898 -0.528
C -1.290 -0.276 0.257
O 2.123 -1.329 -1.156
O 2.079 0.229 0.485
O 0.013 -1.154 0.293
F -1.438 0.150 1.653
H -0.425 0.592 -1.443
H -1.835 1.402 -0.632
H -0.353 1.682 0.197
H 0.167 -1.593 1.162

Results
* total charge: -1
* highest occupied orbital energy: -1.935 eV
* gap between HOMO and LUMO: 0.2145 Ha

natural (NBO) atomic charge list, values in e, 2 entries: number 1, C, carries 1.039; number 2, C, carries -0.743

## b
ORCA calculation (ωB97M-V/def2-TZVPD) on a 2-piece molecular cluster, C3H4FO3 overall.

Cartesian coordinates (Å):
C -2.101 0.821 -0.107
C 1.319 0.338 -0.614
C -0.097 -0.893 0.896
O -2.479 0.252 -1.020
O -2.025 1.521 0.830
O 1.155 -0.076 0.765
F 0.030 -2.145 0.033
H 2.087 -0.291 -1.174
H 1.816 1.248 -0.453
H 0.435 0.482 -1.205
H -0.141 -1.258 2.048

Results
* total charge: -1
* highest occupied orbital energy: -1.813 eV
* gap between HOMO and LUMO: 0.2102 Ha

natural (NBO) atomic charge list, values in e, 2 entries: number 1, C, carries 1.021; number 2, C, carries -0.247

Most stable structure, least stable structure: a, b.

## a
ORCA calculation (ωB97M-V/def2-TZVPD) on a single C5H11NOS molecule.

Cartesian coordinates (Å):
C 2.299 0.898 -1.121
N 0.946 1.110 -0.632
C 0.171 -0.069 -0.190
C -0.832 0.324 0.848
C -1.796 -0.617 1.378
S -1.113 -1.542 2.836
C -0.646 -0.559 -1.506
O -1.288 -1.550 -1.470
H 2.994 0.222 -0.529
H 2.486 0.549 -2.176
H 2.673 1.860 -1.133
H 0.432 1.834 -1.114
H 0.800 -0.892 0.230
H -1.263 1.198 0.385
H -0.132 0.781 1.681
H -2.246 -1.394 0.704
H -2.614 -0.011 1.975
H -0.225 -2.274 2.107
H -0.647 0.134 -2.273

Results
* SMILES: CN[C@H](C=O)CCS
* total charge: 0
* highest occupied orbital energy: -8.677 eV
* gap between HOMO and LUMO: 0.3503 Ha

natural (NBO) atomic charge list, values in e, 2 entries: number 1, C, carries -0.410; number 2, N, carries -0.654

## b
ORCA calculation (ωB97M-V/def2-TZVPD) on a single C5H11NOS molecule.

Cartesian coordinates (Å):
C 0.873 0.959 1.296
C 1.915 -0.067 0.884
S 1.654 -1.678 1.593
C -0.186 1.236 0.161
N -0.728 0.034 -0.478
C -0.352 0.060 -1.960
C -1.934 -0.753 -0.027
O -0.274 2.349 -0.312
H 1.267 1.878 1.546
H 0.324 0.653 2.094
H 2.974 0.207 0.890
H 1.857 -0.077 -0.264
H 0.341 -1.865 1.239
H 0.663 0.384 -2.031
H -0.578 -0.917 -2.402
H -1.028 0.803 -2.526
H -2.919 -0.547 -0.558
H -2.144 -0.792 1.018
H -1.724 -1.868 -0.164

Results
* SMILES: CN(C)C(=O)CCS
* total charge: 0
* highest occupied orbital energy: -9.017 eV
* gap between HOMO and LUMO: 0.3579 Ha

natural (NBO) atomic charge list, values in e, 2 entries: number 1, C, carries -0.507; number 2, C, carries -0.551

Most stable structure, least stable structure: b, a.